No. 1
Below is C3H3N3O as an isolated structure at a distorted geometry, with properties calculated with wB97M-V/def2-TZVPD.

The geometry in XYZ format:
```
10
Properties=species:S:1:pos:R:3:mulliken_charge:R:1
O -1.228 -1.256 0.142 -0.48
N 0.534 0.331 1.160 -0.55
N -0.917 0.831 -0.593 -0.39
N 1.340 -0.292 0.232 -0.18
C 0.823 -0.753 -0.871 -0.20
C -0.274 1.279 0.444 -0.04
C -0.647 -0.521 -0.766 0.55
H -0.396 2.291 0.832 0.36
H -0.581 -0.632 1.062 0.53
H 1.435 -1.212 -1.641 0.41
```

Computed properties:
Energy relative to the best compared isomer or geometry (same formula, charge and spin), kJ/mol: 519.0
F_max, eV/Å: 2.432
HOMO level (alpha / beta), eV: -9.894 / -9.894

---

No. 2
Below is one molecule with the formula C3H3N3O at a distorted geometry, with properties calculated with wB97M-V/def2-TZVPD.

The geometry in XYZ format:
```
10
Properties=species:S:1:pos:R:3:mulliken_charge:R:1
O 1.852 0.021 -0.070 -0.11
N 1.298 -1.144 -0.058 -0.30
N -2.112 0.078 -0.038 -0.67
N -0.120 1.506 -0.124 -0.42
C -0.032 -1.043 -0.191 -0.17
C -0.806 0.206 -0.197 0.66
C 1.131 1.106 -0.040 0.13
H -2.283 -0.857 0.353 0.22
H 1.693 2.009 0.219 0.37
H -0.622 -1.883 0.144 0.29
```

Computed properties:
Energy relative to the best compared isomer or geometry (same formula, charge and spin), kJ/mol: 418.7
F_max, eV/Å: 6.640
HOMO level, eV: -9.707
Structure (SMILES): [H]/N=c1\cnocn1

---

No. 3
Below is one molecule with the formula C3H3N3O at a distorted geometry, with properties calculated with wB97M-V/def2-TZVPD.

The geometry in XYZ format:
```
10
Properties=species:S:1:pos:R:3:mulliken_charge:R:1
O 1.770 -0.539 -0.082 -0.03
N 1.435 -1.764 -0.009 -0.42
N -3.683 -0.093 -0.046 -0.42
N -1.251 -0.095 -0.059 -0.45
C -0.344 0.826 -0.009 0.31
C -2.552 0.045 0.001 0.41
C 1.022 0.536 -0.085 -0.25
H -0.491 1.852 0.116 0.36
H 2.302 -2.216 0.168 0.25
H 1.791 1.447 0.005 0.23
```

Computed properties:
Energy relative to the best compared isomer or geometry (same formula, charge and spin), kJ/mol: 568.2
F_max, eV/Å: 3.871
HOMO level (alpha / beta), eV: -9.233 / -9.878

---

No. 4
Below is one molecule with the formula C3H3N3O, with properties calculated with wB97M-V/def2-TZVPD.

The geometry in XYZ format:
```
10
Properties=species:S:1:pos:R:3:mulliken_charge:R:1
O -1.791 -1.656 0.600 -0.52
N 0.486 -1.279 0.015 -0.28
N 0.935 0.035 0.420 -0.09
N -0.447 0.359 0.840 -0.15
C -0.798 -1.010 0.478 0.52
C 0.760 0.988 -0.652 -0.17
C -0.458 1.327 -0.242 -0.33
H -1.193 2.102 -0.413 0.37
H 1.025 -2.058 0.372 0.27
H 1.483 1.214 -1.422 0.38
```

Computed properties:
Energy relative to the best compared isomer or geometry (same formula, charge and spin), kJ/mol: 392.8
F_max, eV/Å: 0.417
HOMO level, eV: -9.658
Structure (SMILES): O=c1[nH]n2ccn12